(1)
The following is a quantum chemistry calculation of 2 unconnected molecules or ions with the total composition C2H4BrFO in a non-equilibrium geometry, from OMol25.

CARTESIAN COORDINATES (ANGSTROEM)
C1 0.60 0.81 -0.32
C2 -0.03 -0.47 0.07
O1 0.33 -1.13 1.07
F1 -0.38 -1.11 -1.01
Br1 -2.74 0.45 0.42
H1 0.50 1.58 0.36
H2 1.64 0.79 -0.62
H3 0.06 1.12 -1.15
H4 0.01 -2.04 1.18

Computed properties:
* highest occupied orbital energy: -8.62 eV
* total charge: 0
* E_LUMO: -1.02 eV


(2)
The following is a quantum chemistry calculation of a molecular structure, C20H24N5O6Re in a non-equilibrium geometry, from OMol25.

CARTESIAN COORDINATES (ANGSTROEM)
Re1 -0.14 0.60 -1.59
C1 -3.77 1.54 -1.23
C2 -3.28 0.16 -1.44
N1 -2.00 -0.22 -1.58
C3 -1.96 -1.60 -1.78
C4 -3.24 -2.05 -1.75
N2 -4.03 -0.94 -1.54
C5 -3.90 -3.42 -1.81
O1 -3.13 -4.44 -2.05
O2 -5.08 -3.44 -1.61
C6 -0.63 -2.21 -2.01
O3 -0.48 -3.39 -2.19
O4 0.36 -1.32 -2.00
H1 -2.93 2.23 -1.19
H2 -4.35 1.61 -0.31
H3 -4.44 1.84 -2.05
H4 -5.04 -0.99 -1.47
H5 -2.18 -4.27 -2.18
C7 2.77 1.74 -5.47
N3 1.91 1.41 -4.31
C8 2.53 1.03 -3.05
C9 0.62 1.40 -4.44
O5 -0.19 1.09 -3.49
H6 3.79 1.89 -5.13
H7 2.42 2.64 -5.96
H8 2.77 0.92 -6.19
H9 3.47 1.57 -2.92
H10 2.73 -0.04 -3.01
H11 1.88 1.31 -2.19
H12 0.21 1.69 -5.41
C10 0.70 0.74 5.04
N4 0.57 1.22 3.67
N5 0.64 0.42 2.59
C11 0.20 1.14 1.52
O6 0.18 0.62 0.32
C12 -0.11 2.42 1.95
C13 0.12 2.44 3.32
C14 -0.04 3.55 4.29
C15 1.25 -0.87 2.57
C16 2.43 -1.10 3.28
C17 3.03 -2.34 3.21
C18 2.47 -3.36 2.46
C19 1.29 -3.13 1.75
C20 0.69 -1.88 1.80
H13 0.45 -0.32 5.09
H14 0.01 1.29 5.67
H15 1.71 0.89 5.43
H16 -0.47 3.24 1.34
H17 -0.17 4.50 3.78
H18 0.83 3.62 4.95
H19 -0.91 3.39 4.92
H20 2.92 -0.31 3.84
H21 3.96 -2.52 3.73
H22 2.93 -4.34 2.42
H23 0.85 -3.93 1.17
H24 -0.24 -1.71 1.28

Computed properties:
* multiplicity: 2
* highest occupied orbital energy (spin up / spin down): -17.07 / -17.07 eV
* total charge: +3
* E_LUMO (spin up / spin down): -12.17 / -11.77 eV


(3)
The following is a quantum chemistry calculation of a gas-phase ion, C6H10N5S (charge +1) in a non-equilibrium geometry, from OMol25.

CARTESIAN COORDINATES (ANGSTROEM)
C1 -1.70 1.75 -0.06
C2 -4.55 0.11 -0.25
C3 -0.53 1.02 -0.16
C4 0.86 1.17 -0.32
C5 -0.19 -1.40 0.63
C6 1.03 -1.30 -0.26
N1 -4.06 1.18 0.19
N2 -2.71 1.05 0.46
N3 -0.98 -0.32 0.27
N4 -2.28 -0.24 0.70
N5 1.66 -0.06 0.05
S1 -3.79 -1.36 -0.36
H1 -1.80 2.81 -0.31
H2 -5.64 0.14 -0.64
H3 1.28 1.49 -1.37
H4 1.16 2.03 0.42
H5 -0.74 -2.32 0.38
H6 0.23 -1.30 1.60
H7 1.73 -2.15 -0.05
H8 0.66 -1.32 -1.29
H9 2.55 -0.09 -0.40
H10 1.94 -0.14 1.07

Computed properties:
* SMILES string: C1=NN2C=C3C[NH2+]CCN3N2S1
* highest occupied orbital energy (spin up / spin down): -10.16 / -10.16 eV
* total charge: +1
* E_LUMO (spin up / spin down): -3.86 / -3.86 eV


(4)
The following is a quantum chemistry calculation of 2 unconnected molecules or ions with the total composition C3H3IO2 in a non-equilibrium geometry, from OMol25.

CARTESIAN COORDINATES (ANGSTROEM)
C1 1.02 1.14 0.59
C2 2.42 -2.18 0.29
C3 0.17 0.82 -0.53
O1 2.08 1.14 1.04
O2 3.10 -2.98 0.75
I1 4.09 0.37 -0.25
H1 0.59 1.20 -1.35
H2 -0.87 1.17 -0.60
H3 0.16 -0.17 -0.65

Computed properties:
* highest occupied orbital energy (spin up / spin down): -7.87 / -8.68 eV
* total charge: 0
* E_LUMO (spin up / spin down): -1.55 / -0.41 eV


(5)
The following is a quantum chemistry calculation of 2 unconnected molecules or ions with the total composition C25H51N2O3PSi in a non-equilibrium geometry, from OMol25.

CARTESIAN COORDINATES (ANGSTROEM)
C1 0.29 -0.21 6.42
Si1 -0.66 -0.90 4.84
C2 -0.52 -2.82 4.94
C3 0.22 -0.10 3.32
C4 -0.01 -0.90 1.90
C5 -0.55 0.21 0.80
C6 0.61 0.78 -0.21
C7 0.96 2.39 0.08
C8 0.24 3.41 -0.97
C9 -0.42 4.76 -0.27
C10 -1.55 4.43 0.87
C11 -3.02 4.70 0.19
P1 -3.85 3.10 -0.43
N1 -3.66 1.97 0.72
O1 -3.11 2.45 -1.90
O2 -5.60 3.27 -0.66
C12 -2.50 -0.26 5.05
C13 -3.14 -0.46 6.58
C14 -4.66 0.06 6.95
C15 -5.54 0.77 5.75
C16 -4.91 0.97 4.23
C17 -3.37 0.46 3.85
H1 -0.17 -0.70 7.38
H2 1.45 -0.31 6.32
H3 0.01 0.95 6.44
H4 0.24 -3.22 4.13
H5 -1.55 -3.40 4.76
H6 -0.10 -3.13 6.00
H7 1.39 -0.13 3.57
H8 -0.12 1.02 3.29
H9 -0.75 -1.81 2.01
H10 1.06 -1.26 1.54
H11 -1.03 1.17 1.32
H12 -1.39 -0.27 0.13
H13 1.58 0.11 -0.17
H14 0.21 0.74 -1.32
H15 0.70 2.71 1.18
H16 2.13 2.55 -0.04
H17 -0.55 2.91 -1.68
H18 1.09 3.83 -1.69
H19 -0.97 5.37 -1.13
H20 0.39 5.50 0.17
H21 -1.39 5.23 1.75
H22 -1.43 3.38 1.37
H23 -3.69 5.09 1.08
H24 -3.14 1.17 0.30
H25 -3.44 1.51 -2.07
H26 -5.99 2.84 0.17
H27 -2.50 -1.00 7.42
H28 -5.04 -0.09 8.05
H29 -6.62 1.17 6.01
H30 -5.53 1.50 3.38
H31 -2.86 0.57 2.81
C18 3.73 -0.23 -2.84
C19 3.30 -0.75 -4.21
N2 3.73 -2.20 -4.52
C20 5.28 -2.25 -4.50
C21 3.35 -2.58 -5.97
C22 1.87 -2.63 -6.29
C23 3.25 -3.24 -3.46
C24 1.75 -3.29 -3.15
O3 1.29 -2.06 -2.61
C25 -0.07 -1.77 -2.93
H32 4.81 -0.18 -2.74
H33 3.34 0.78 -2.70
H34 3.34 -0.84 -2.02
H35 3.74 -0.12 -4.99
H36 2.22 -0.68 -4.33
H37 5.66 -1.49 -5.19
H38 5.60 -3.25 -4.81
H39 5.64 -2.06 -3.48
H40 3.80 -3.55 -6.18
H41 3.83 -1.83 -6.61
H42 1.44 -3.59 -6.01
H43 1.73 -2.55 -7.37
H44 1.29 -1.82 -5.84
H45 3.80 -3.02 -2.54
H46 3.59 -4.22 -3.82
H47 1.58 -4.06 -2.39
H48 1.17 -3.60 -4.02
H49 -0.63 -2.65 -3.26
H50 -0.09 -1.02 -3.73
H51 -0.55 -1.34 -2.05

Computed properties:
* highest occupied orbital energy: -4.24 eV
* total charge: 0
* E_LUMO: -1.10 eV


(6)
The following is a quantum chemistry calculation of 2 unconnected molecules or ions with the total composition C3H10N2O in a non-equilibrium geometry, from OMol25.

CARTESIAN COORDINATES (ANGSTROEM)
C1 1.29 1.40 -1.28
C2 0.39 0.37 -0.67
C3 0.09 -0.77 -1.28
N1 -0.83 -1.73 -0.77
N2 -0.24 0.70 0.57
H1 1.44 2.30 -0.70
H2 2.30 1.11 -1.59
H3 0.83 1.76 -2.20
H4 0.44 -0.99 -2.28
H5 -1.40 -1.30 -0.05
H6 -0.34 -2.56 -0.45
H7 0.44 0.84 1.32
H8 -0.68 1.61 0.44
H9 -1.93 -0.91 3.38
H10 -0.82 -0.83 2.31
O1 -0.99 -1.00 3.25

Computed properties:
* SMILES string: C/C(N)=C/N.O
* highest occupied orbital energy: -8.44 eV
* total charge: 0
* E_LUMO: 0.85 eV


- Which of these has the highest total charge?
  C20H24N5O6Re


- total charge of number 3 (C6H10N5S)?
  +1